Entry 1:
DFT (the ωB97M-V functional and the def2-TZVPD basis) results for a molecular structure, C35H46CaN6O3P2 in a non-equilibrium geometry.

```
93
Properties=species:S:1:pos:R:3
Ca 1.71439 0.46356 -0.51313
C -0.79012 -0.89538 4.39178
C -0.39191 -1.76730 3.45882
C -1.09871 -2.04916 2.15593
C -1.48741 -0.73700 1.44950
C -2.88291 -0.21076 1.75113
C -3.70429 -0.52691 2.77263
C -3.36978 -1.27772 4.02693
C -2.19053 -0.73311 4.88961
C 1.48977 2.76357 -0.20110
H -0.08686 -0.21188 4.88218
H 0.48257 -2.40967 3.58516
H -1.99303 -2.65824 2.33052
H -0.44175 -2.67664 1.52207
H -0.72025 0.02392 1.71462
H -1.42329 -0.88766 0.35128
H -3.25137 0.48313 0.97337
H -4.77363 -0.28230 2.68879
H -3.23620 -2.34763 3.85430
H -4.26309 -1.17096 4.66508
H -2.30747 0.33548 5.08392
H -2.34336 -1.24711 5.85482
H 1.93492 3.15098 0.73526
H 0.43190 3.05635 -0.15820
H 1.91475 3.39761 -0.99484
P -1.36132 1.35173 -2.70684
P 0.67889 -1.84405 -2.91863
N -3.03940 1.44388 -2.21192
N -1.73123 2.35336 -4.26822
N -0.74056 -2.96053 -2.68043
N 1.39544 -2.99991 -4.17615
C -1.52698 -0.26108 -3.56549
C -0.16887 -0.77045 -4.11451
C -3.51989 2.55798 -1.49396
C -4.91966 2.53659 -1.53735
C -5.30549 1.39139 -2.30940
C -4.14915 0.74217 -2.71675
C -1.09340 3.54761 -4.59370
C -1.49438 3.94596 -5.87484
C -2.44519 2.98203 -6.33749
C -2.60189 2.04157 -5.31682
C -1.23779 -3.18375 -1.38948
C -2.50074 -3.73640 -1.48262
C -2.81244 -3.89127 -2.86660
C -1.72299 -3.40021 -3.59150
C 0.96668 -4.19744 -4.75791
C 1.77779 -4.49068 -5.85714
C 2.75338 -3.45502 -5.94991
C 2.49929 -2.54913 -4.91950
H -2.24620 -0.19229 -4.40588
H -1.94772 -0.94859 -2.81161
H -0.33524 -1.31565 -5.05624
H 0.53223 0.05221 -4.33755
H -2.83332 3.25634 -1.04372
H -5.57655 3.25643 -1.09594
H -6.31396 1.09248 -2.57223
H -4.03588 -0.14562 -3.32584
H -0.42618 4.01815 -3.88732
H -1.14640 4.80913 -6.41829
H -2.94987 2.96198 -7.29095
H -3.27420 1.19771 -5.26671
H -0.59899 -2.98758 -0.53512
H -3.11792 -4.02084 -0.64639
H -3.69126 -4.33435 -3.28635
H -1.55702 -3.41613 -4.65819
H 0.12832 -4.76099 -4.36834
H 1.68686 -5.35338 -6.49711
H 3.55662 -3.38177 -6.66588
H 2.99825 -1.63659 -4.64637
C 2.55781 1.96154 6.34054
C 3.06379 0.74823 5.54753
C 3.95246 1.05672 4.30316
C 5.26623 1.81183 4.71137
C 5.18815 3.20355 5.33549
C 4.40379 -0.24914 3.66543
O 4.34402 -1.34733 4.20144
N 4.91937 -0.03691 2.35127
C 3.95126 0.32045 1.43724
O 3.91974 -0.09812 0.24205
N 2.96438 1.09596 1.91759
C 3.14519 1.74909 3.11412
O 2.65507 2.85407 3.30555
H 3.32630 2.43494 6.96856
H 1.73629 1.65553 7.00276
H 2.17599 2.69513 5.62116
H 3.62949 0.08756 6.23556
H 2.17634 0.16550 5.23171
H 5.83911 1.15852 5.39526
H 5.87952 1.90765 3.80540
H 5.05220 3.20967 6.42712
H 6.14418 3.70551 5.13902
H 4.39001 3.78434 4.85886
H 5.55531 -0.76448 2.02457
```

Properties
relative energy (zero: lowest compared OMol25 entry of this formula, charge and spin) = 2.094 eV
HOMO = -7.574 eV
orbital gap = 6.4 eV
2S+1 = 1

=====

Entry 2:
DFT (the ωB97M-V functional and the def2-TZVPD basis) results for a molecular structure, C35H47BrEuN4P2 in a non-equilibrium geometry.

```
90
Properties=species:S:1:pos:R:3
N 3.93051 -3.32097 2.50805
C 3.13542 -3.32660 3.58633
C 1.75282 -3.54422 3.52254
C 1.17796 -3.73777 2.24047
C 2.05975 -3.87708 1.14152
C 3.42956 -3.63433 1.31119
C -0.27956 -3.58955 2.05118
Eu -1.07907 -1.44090 2.27363
P -4.15630 -0.42908 1.32794
C -0.92256 -3.29549 0.82603
C -0.38794 -2.52687 -0.28273
C -0.98796 -2.59341 -1.58535
C -0.57100 -1.82806 -2.62945
C 0.33826 -0.66579 -2.47365
C 1.13173 -0.84139 -1.20246
C 0.68634 -1.60747 -0.14865
Br -0.87935 0.87167 -2.21161
H -0.91936 -3.91666 2.89825
H -1.91203 -3.73017 0.64848
H 1.14536 -3.49826 4.43629
H 1.69055 -4.09439 0.14073
H 3.61989 -3.16863 4.55272
H 4.11612 -3.69551 0.45377
H -1.77628 -3.35177 -1.70906
H 1.20077 -1.53807 0.83866
H -1.07605 -1.92187 -3.58072
H 2.04493 -0.26294 -1.05164
P 1.38306 -0.27391 -3.97887
C -3.58686 -1.13774 2.91950
C -4.36764 -1.13729 4.25365
H -2.81848 -0.36334 3.16969
H -3.23975 -2.18468 2.72863
H -3.66988 -1.41240 5.05496
H -4.68871 -0.12321 4.50294
H -5.18354 -1.86219 4.28048
C -3.45898 -1.00372 -0.29760
C -4.34062 -0.82795 -1.55827
H -3.18910 -2.06259 -0.17501
H -2.52533 -0.43769 -0.48075
H -3.90641 -1.37929 -2.40560
H -5.35978 -1.20967 -1.41191
H -4.40480 0.22254 -1.87573
C -3.52731 1.32034 1.27986
C -4.56914 2.22701 0.59297
H -2.55018 1.37807 0.75928
H -3.34519 1.63220 2.32613
H -4.11536 3.20364 0.38382
H -4.92037 1.80807 -0.36028
H -5.45134 2.38440 1.22692
C 2.26157 1.23760 -3.50602
C 1.75540 2.47076 -4.25587
H 3.32822 1.04606 -3.70574
H 2.17337 1.38946 -2.41587
H 1.93689 2.41580 -5.33851
H 0.68265 2.63318 -4.09324
H 2.29348 3.33772 -3.85889
C 0.15218 -0.04711 -5.30341
C -0.05745 -1.31802 -6.11893
H 0.46626 0.79173 -5.94210
H -0.78425 0.26148 -4.81390
H 0.88378 -1.69533 -6.54032
H -0.50007 -2.12376 -5.51845
H -0.74179 -1.10191 -6.94738
C 2.49585 -1.63036 -4.36309
C 3.92418 -1.45355 -3.88975
H 2.46755 -1.76643 -5.44875
H 2.03268 -2.52820 -3.93606
H 4.47273 -2.38183 -4.04699
H 4.43859 -0.66920 -4.44564
H 3.98568 -1.21008 -2.82935
N 0.69961 8.81708 3.31573
C 0.77080 7.64937 3.25346
C 0.93087 6.22433 3.18297
C 2.20522 5.70912 2.92346
C 2.40677 4.32935 2.81087
C 1.31938 3.46102 2.95265
C 0.04419 3.95815 3.26710
C -0.14666 5.34523 3.38783
N 1.52058 2.08180 2.75134
C 2.76045 1.45359 2.58302
C 2.49966 0.12192 2.48198
N 1.11938 -0.09388 2.55432
C 0.57170 1.11498 2.70814
H 3.05035 6.38766 2.80102
H 3.40559 3.95823 2.58839
H -0.79357 3.27071 3.41703
H -1.13281 5.74799 3.63357
H 3.69270 1.99480 2.61538
H 3.21665 -0.68081 2.39086
H -0.48517 1.29636 2.88183
```

Properties
relative energy (zero: lowest compared OMol25 entry of this formula, charge and spin) = 0.893 eV
HOMO (alpha / beta) = -12.118 / -12.129 eV
orbital gap (alpha / beta) = 5.8 / 5.9 eV
2S+1 = 8
charge = +2

=====

Q: 2S+1 of number 1 (C35H46CaN6O3P2)?
A: 1

=====

Q: Look up the relative energy (zero: lowest compared OMol25 entry of this formula, charge and spin) of the first one.
A: 2.094 eV

=====

Q: Among the records above, which one has the highest 2S+1?
A: C35H47BrEuN4P2

=====

Q: What is the relative energy (zero: lowest compared OMol25 entry of this formula, charge and spin) in the first record?
A: 2.094 eV